(P)
{"formula": "C3H4ClFN2", "method": "wB97M-V/def2-TZVPD", "symbols": ["C", "C", "C", "H", "H", "H", "H", "N", "N", "F", "Cl"], "positions_angstrom": [[0.501, -0.425, 0.049], [-0.630, 0.025, -0.908], [-1.628, 0.667, -0.357], [2.153, 0.247, 1.325], [1.047, 1.471, 1.014], [1.628, -2.147, 0.771], [-1.455, 1.294, 0.462], [1.138, 0.507, 0.925], [1.013, -1.599, 0.052], [-0.522, -0.649, -2.112], [-3.245, 0.608, -1.223]], "mulliken_charge": [0.61, 0.28, -0.37, 0.21, 0.17, 0.26, 0.38, -0.49, -0.66, -0.21, -0.17], "homo_lumo_gap_ev": 10.0473, "homo_ev": -9.33, "multiplicity": 1, "total_charge": 0, "smiles": "[H]/N=C(N)/C(F)=C/Cl"}


(Q)
{"formula": "C3H4ClFN2", "method": "wB97M-V/def2-TZVPD", "symbols": ["C", "C", "C", "H", "H", "H", "H", "N", "N", "F", "Cl"], "positions_angstrom": [[-0.511, 0.608, 0.221], [-0.322, -0.770, -0.231], [-1.081, -1.215, -1.248], [2.009, 0.363, 1.102], [1.854, 1.979, 1.527], [-1.627, 0.751, 0.224], [-1.136, -2.323, -1.625], [1.646, 1.311, 0.637], [0.274, 1.409, 0.658], [-1.881, -0.358, -1.929], [0.775, -1.756, 0.664]], "mulliken_charge": [0.00, 0.22, -0.13, 0.23, 0.31, 0.28, 0.30, -0.58, -0.20, -0.22, -0.21], "homo_lumo_gap_ev": 9.9572, "homo_ev": -9.41, "multiplicity": 1, "total_charge": 0, "smiles": "N/N=C\\C(Cl)=C/F"}


Tell me which of them is the least stable. Sure, it is (Q).


(P)
{"formula": "C2H3NO3", "method": "wB97M-V/def2-TZVPD", "symbols": ["C", "C", "H", "H", "H", "N", "O", "O", "O"], "positions_angstrom": [[0.433, 0.393, 0.638], [0.709, 0.224, -0.877], [-0.983, 0.121, 2.088], [-1.237, -0.705, 0.677], [-0.683, -0.542, -2.337], [-0.792, 0.176, 1.103], [1.385, 0.497, 1.522], [-0.425, -0.669, -1.181], [1.594, 0.505, -1.634]], "mulliken_charge": [0.45, 0.61, 0.28, 0.28, 0.38, -0.43, -0.57, -0.56, -0.44], "homo_lumo_gap_ev": 9.8083, "homo_ev": -10.21, "multiplicity": 1, "total_charge": 0, "smiles": "NC(=O)C(=O)O"}


(Q)
{"formula": "C2H3NO3", "method": "wB97M-V/def2-TZVPD", "symbols": ["O", "C", "N", "C", "O", "O", "H", "H", "H"], "positions_angstrom": [[-1.654, 0.378, 1.126], [-1.591, -0.126, -0.010], [-0.330, -0.190, -0.657], [1.404, -0.051, 0.140], [1.499, 1.083, 0.700], [1.955, -1.148, 0.300], [-2.033, -0.920, -0.625], [0.199, -0.141, -1.530], [0.550, 1.116, 0.557]], "mulliken_charge": [-0.57, 0.27, -0.48, 0.59, -0.35, -0.43, 0.30, 0.25, 0.42], "homo_lumo_gap_ev": 10.3207, "homo_ev": -10.46, "multiplicity": 1, "total_charge": 0}


(R)
{"formula": "C2H3NO3", "method": "wB97M-V/def2-TZVPD", "symbols": ["C", "C", "N", "O", "O", "O", "H", "H", "H"], "positions_angstrom": [[1.148, -0.402, 0.223], [-0.376, -0.571, 0.038], [-0.737, -2.020, -0.161], [-0.497, -2.462, -1.201], [1.932, -1.240, -0.164], [-1.265, -2.490, 0.752], [1.447, 0.486, 0.879], [-0.804, -0.039, -0.828], [-0.758, -0.324, 0.967]], "mulliken_charge": [0.14, -0.52, 0.99, -0.53, -0.43, -0.59, 0.29, 0.29, 0.34], "homo_lumo_gap_ev": 11.1059, "homo_ev": -10.74, "multiplicity": 1, "total_charge": 0, "smiles": "O=CC[N+](=O)[O-]"}


Tell me which of them is the least stable. Sure, it is (R).


(P)
{"formula": "C7H9N3S", "method": "wB97M-V/def2-TZVPD", "symbols": ["C", "C", "C", "C", "C", "C", "C", "N", "N", "N", "S", "H", "H", "H", "H", "H", "H", "H", "H", "H"], "positions_angstrom": [[1.082, 0.743, 0.467], [0.652, 2.582, 2.001], [0.828, 1.818, 4.098], [0.902, 1.262, 1.690], [-0.852, -1.883, -0.563], [-0.879, -1.575, -2.980], [0.040, 0.160, -1.655], [0.551, 0.501, -0.574], [0.622, 2.856, 3.359], [-0.846, -0.974, -1.711], [1.137, 0.325, 3.189], [0.574, 3.402, 1.241], [0.682, 1.612, 5.168], [0.191, -2.240, -0.605], [-1.013, -1.268, 0.227], [-1.444, -2.711, -0.604], [0.191, -1.949, -3.448], [-1.408, -2.417, -2.910], [-1.348, -0.991, -3.867], [0.339, 0.749, -2.523]], "mulliken_charge": [-0.17, -0.48, -0.01, 0.50, -1.05, -0.95, -0.17, -0.04, -0.55, -0.02, -0.09, 0.36, 0.37, 0.40, 0.30, 0.35, 0.27, 0.37, 0.28, 0.33], "homo_lumo_gap_ev": [6.8824, 6.8819], "homo_ev": [-6.58, -6.58], "multiplicity": 1, "total_charge": 0}


(Q)
{"formula": "C7H9N3S", "method": "wB97M-V/def2-TZVPD", "symbols": ["C", "C", "C", "C", "C", "C", "C", "N", "N", "N", "S", "H", "H", "H", "H", "H", "H", "H", "H", "H"], "positions_angstrom": [[-0.334, -1.942, 0.893], [1.855, 0.556, -1.118], [3.587, 0.433, 0.176], [1.342, -0.400, -0.234], [-1.309, 0.826, 1.123], [-2.304, 0.085, -0.897], [-0.164, -0.989, -0.182], [-0.516, -2.770, 1.673], [3.083, 1.086, -0.778], [-1.070, 0.162, -0.162], [2.429, -0.682, 0.964], [1.222, 0.993, -1.958], [4.671, 0.411, 0.520], [-0.368, 0.819, 1.601], [-1.518, 1.919, 0.966], [-2.225, 0.431, 1.695], [-2.929, -0.743, -0.568], [-2.766, 1.075, -0.537], [-2.168, 0.133, -2.027], [-0.519, -1.404, -1.150]], "mulliken_charge": [0.11, -0.55, -0.05, 0.38, -1.09, -1.04, 0.02, -0.45, -0.49, 0.15, -0.10, 0.33, 0.34, 0.37, 0.35, 0.34, 0.36, 0.36, 0.29, 0.39], "homo_lumo_gap_ev": 9.6445, "homo_ev": -8.93, "multiplicity": 1, "total_charge": 0, "smiles": "CN(C)[C@H](C#N)c1cncs1"}


(R)
{"formula": "C7H9N3S", "method": "wB97M-V/def2-TZVPD", "symbols": ["C", "C", "C", "C", "C", "C", "C", "N", "N", "N", "S", "H", "H", "H", "H", "H", "H", "H", "H", "H"], "positions_angstrom": [[0.560, 2.800, -1.852], [2.720, -1.288, 0.975], [1.593, -0.503, 1.084], [2.034, -1.058, -1.024], [-1.873, -0.908, 0.677], [0.926, 2.189, -0.635], [0.186, 0.557, -0.672], [0.161, 3.032, -2.884], [2.968, -1.574, -0.299], [1.126, -0.393, -0.201], [-1.401, 0.882, 0.339], [3.282, -1.553, 1.744], [0.994, -0.178, 1.901], [2.106, -0.920, -2.005], [-2.916, -1.170, 0.526], [-1.685, -0.839, 1.726], [-1.068, -1.547, 0.368], [2.023, 2.057, -0.370], [0.402, 2.548, 0.266], [0.091, 0.242, -1.798]], "mulliken_charge": [0.45, -0.64, -0.25, -0.25, -0.87, -0.78, -0.40, -0.43, -0.63, 0.27, -0.05, 0.55, 0.44, 0.45, 0.34, 0.29, 0.33, 0.31, 0.40, 0.47], "homo_lumo_gap_ev": 9.7544, "homo_ev": -9.25, "multiplicity": 1, "total_charge": 0, "smiles": "CS[C@@H](CC#N)n1ccnc1"}


Tell me which of them is the least stable. Sure, it is (P).


(P)
{"formula": "C3H6INO4PS", "method": "wB97M-V/def2-TZVPD", "symbols": ["C", "C", "C", "N", "O", "O", "O", "O", "P", "S", "I", "H", "H", "H", "H", "H", "H"], "positions_angstrom": [[1.550, 0.884, 0.213], [1.787, -1.440, -0.002], [0.936, 2.133, -0.354], [-4.323, -0.927, 1.140], [-0.680, -0.188, 1.135], [2.176, 0.865, 1.253], [-0.987, -1.513, -1.076], [1.485, -0.138, -0.649], [-1.176, -0.280, -0.240], [-0.524, 1.594, -1.231], [-3.701, 0.138, -0.391], [0.889, -1.983, -0.137], [2.099, -1.126, 1.015], [2.579, -1.818, -0.587], [1.466, 2.677, -1.291], [0.722, 2.998, 0.371], [-4.301, -1.876, 0.830]], "mulliken_charge": [0.62, -0.74, -0.32, -0.66, -0.62, -0.62, -0.66, -0.32, 0.95, -0.29, 0.13, 0.30, 0.32, 0.26, 0.22, 0.29, 0.15], "homo_lumo_gap_ev": 7.1341, "homo_ev": -4.22, "multiplicity": 1, "total_charge": -1}


(Q)
{"formula": "C3H6INO4PS", "method": "wB97M-V/def2-TZVPD", "symbols": ["C", "C", "C", "N", "O", "O", "O", "O", "P", "S", "I", "H", "H", "H", "H", "H", "H"], "positions_angstrom": [[1.903, 0.238, 0.080], [1.405, -1.977, -0.583], [1.206, 1.484, 0.540], [-3.678, 1.420, -0.459], [-1.160, -0.008, 1.525], [3.075, 0.132, -0.193], [-1.446, -1.022, -0.881], [1.015, -0.744, -0.022], [-1.281, 0.082, 0.064], [-0.142, 1.785, -0.651], [-4.493, -0.247, 0.365], [0.475, -2.469, -0.869], [1.949, -2.573, 0.153], [2.043, -1.810, -1.455], [1.879, 2.338, 0.550], [0.749, 1.320, 1.517], [-3.495, 2.052, 0.322]], "mulliken_charge": [0.80, -0.75, -0.68, -0.74, -0.60, -0.61, -0.60, -0.29, 1.04, -0.22, -0.09, 0.26, 0.28, 0.34, 0.35, 0.29, 0.22], "homo_lumo_gap_ev": [6.5774, 6.5792], "homo_ev": [-3.57, -3.57], "multiplicity": 1, "total_charge": -1}


Tell me which of them is the least stable. Sure, it is (P).